(1)
C7H10N2O2S2 | the ωB97M-V functional and the def2-TZVPD basis

Values from the calculation:
**Kohn-Sham gap**: 9.76 eV
**Structure (SMILES)**: CN1C(=O)[C@H](S)[C@@]2(S)[C@@H]1C(=O)N2C
**HOMO**: -9.355 eV
**Charge**: 0
**Lowest unoccupied orbital energy**: 0.01504 Eh

```
23
Properties=species:S:1:pos:R:3:forces:R:3
C -0.3403 -1.4946 0.2427 0.34 -1.35 0.83
C 1.5860 1.0293 -0.2125 -3.05 1.28 0.07
C 0.2617 -0.7224 -0.9418 -2.15 -0.49 0.43
C 0.0537 1.6191 -0.3027 1.11 0.42 1.39
C -0.7958 0.4115 -0.4345 -0.19 -1.73 -1.58
C 2.8438 -0.8139 -0.9315 0.42 -1.00 -0.42
C -2.3249 -0.6074 1.5591 0.32 -0.93 0.25
N 1.5443 -0.2049 -0.7392 1.36 0.39 0.21
N -1.1467 -0.4971 0.6598 -0.07 0.81 1.08
O -0.1915 -2.5904 0.7217 0.11 -0.10 -0.37
O 2.5443 1.6064 0.1870 0.85 0.89 0.52
S -0.5290 2.7336 1.0495 1.32 -1.26 0.41
S -2.2143 0.4832 -1.5450 -0.17 0.39 -0.84
H 0.0592 -1.2080 -1.9052 0.20 0.28 0.11
H 0.0171 2.1895 -1.2277 -0.06 0.05 -0.03
H 3.0980 -1.6304 -0.2280 -0.72 -0.05 -0.57
H 2.9510 -1.1041 -2.0027 0.15 -0.03 0.88
H 3.5722 -0.0622 -0.6410 -0.01 0.21 -0.50
H -3.0654 0.1337 1.2814 0.16 0.37 0.16
H -2.8411 -1.5938 1.3662 0.85 0.85 0.29
H -2.0705 -0.5280 2.6682 -0.18 -0.01 -1.62
H 0.1136 1.9664 2.0267 -0.70 0.85 -0.76
H -3.1255 0.8848 -0.6505 0.10 0.13 0.06
```
Forces are in eV/Å.

=====

(2)
C7H10N2O3P | the ωB97M-V functional and the def2-TZVPD basis

Values from the calculation:
**Kohn-Sham gap**: 7.58 eV
**Structure (SMILES)**: NC(N)=C1C=CC=C[C@H]1[P@@](=O)([O-])O
**HOMO**: -4.052 eV
**Charge**: -1
**Lowest unoccupied orbital energy**: 0.12950 Eh

```
23
Properties=species:S:1:pos:R:3:forces:R:3
C -1.0302 -1.5951 -0.8962 -1.09 -0.74 0.77
C -1.7495 -0.2897 -0.9369 -0.47 -2.50 -1.52
C 0.2792 -1.5629 -0.5785 -2.23 -0.41 0.27
C -1.3088 0.7681 -0.3277 1.07 0.52 2.38
C 0.8913 -0.2825 -0.3207 0.21 1.97 -0.28
C -0.0805 0.5140 0.5322 -2.13 1.25 0.47
C -0.2452 0.7237 1.8851 0.78 1.21 -0.18
N 0.7932 0.5878 2.8450 1.88 -0.42 -2.29
N -1.4209 1.3411 2.6109 2.65 1.50 -2.13
O 0.3563 -0.3732 -3.1699 -0.08 -0.34 -0.57
O 2.7020 -0.8127 -2.0526 0.14 2.09 -0.19
O 1.9607 1.5415 -2.3973 -0.08 0.72 0.06
P 1.3709 0.1996 -2.2727 1.08 -0.24 2.43
H -1.6641 -2.5479 -0.9062 1.20 1.38 -0.45
H -2.6580 -0.1696 -1.4888 -0.51 -0.42 -0.45
H 0.8812 -2.4114 -0.4389 0.53 -1.33 -0.12
H -1.9882 1.6090 -0.2719 0.47 0.50 0.04
H 1.8637 -0.3894 0.1092 0.60 0.03 0.32
H 0.6782 1.2391 3.6096 0.14 0.09 -0.27
H 1.6771 0.7400 2.2546 -1.34 -0.29 1.96
H -1.6889 2.1754 2.0377 0.03 -1.03 0.71
H -2.1003 0.6653 2.4858 -2.25 -1.34 -0.20
H 2.4805 -1.6702 -2.3118 -0.59 -2.20 -0.76
```
Forces are in eV/Å.

=====

(3)
C7H10N3O | the ωB97M-V functional and the def2-TZVPD basis

Values from the calculation:
**Kohn-Sham gap**: 8.89 eV
**HOMO**: -12.422 eV
**Charge**: +1
**Lowest unoccupied orbital energy**: -0.12970 Eh

```
21
Properties=species:S:1:pos:R:3:forces:R:3
C 1.9195 1.3230 -0.4160 2.03 1.27 0.15
C 0.8568 -1.3832 -0.0765 -0.36 5.07 0.34
C 0.9097 0.6281 0.0556 1.05 -4.89 -1.46
C 1.6923 -1.8280 0.8479 -0.44 -0.05 -2.27
C -0.5611 -1.6379 -0.3304 -1.18 -1.58 1.76
C 3.9926 0.2834 -0.2826 1.86 0.93 1.03
C -1.4399 -0.4859 -0.7176 1.39 0.80 -4.38
N 3.1324 0.8651 -0.9999 -1.28 -0.27 1.04
N -2.7067 -0.4709 -0.4002 -0.35 -0.75 2.78
N -0.4259 0.9327 0.0773 -2.36 1.49 1.89
O 2.6635 -2.2828 1.2325 1.27 -0.54 1.79
H 1.9783 2.4292 -0.2528 -0.60 -0.80 -0.60
H -0.7582 -2.3165 -1.1500 0.36 -0.32 -0.47
H -1.0159 -2.1955 0.5394 0.13 0.73 -0.57
H 3.9854 0.1925 0.8597 -0.49 -0.12 -1.56
H 4.9970 0.1301 -0.7398 -0.92 -0.48 0.19
H -1.3684 -0.2702 -1.8939 0.53 0.18 2.73
H -2.8570 -0.8081 0.5737 -0.90 0.44 -1.30
H -3.4186 -0.0475 -0.9676 -0.15 0.08 0.23
H -0.7656 1.0516 1.0746 0.12 -0.49 -1.29
H -0.6724 1.8311 -0.3768 0.29 -0.69 -0.03
```
Forces are in eV/Å.

=====

(4)
C7H10N3O2 | the ωB97M-V functional and the def2-TZVPD basis

Values from the calculation:
**Multiplicity**: 3
**<S²>**: 2.024
**Kohn-Sham gap (alpha / beta)**: 6.14 / 6.44 eV
**HOMO (alpha / beta)**: -9.498 / -13.600 eV
**Charge**: +1
**Lowest unoccupied orbital energy (alpha / beta)**: -0.12351 / -0.26321 Eh

```
22
Properties=species:S:1:pos:R:3:forces:R:3
C -3.0882 0.3338 0.3411 1.67 -0.63 -0.89
C -2.2809 -0.6140 1.0112 0.25 0.53 2.30
C -2.4588 1.0787 -0.7092 -0.47 1.66 -1.23
C -0.9235 -0.5909 0.8458 -2.17 -3.20 3.26
C -1.1699 0.8343 -0.9854 -0.95 2.96 -2.68
C 1.4452 1.6823 0.1891 -1.75 0.29 -0.40
C 2.0256 -2.1721 -0.8000 -0.28 1.47 -0.36
N -0.4087 -0.0083 -0.2246 3.33 0.42 -3.45
N 2.5553 1.3894 0.8169 -0.29 -2.10 -1.33
N 0.9129 -0.0741 -0.5690 -0.83 -0.25 1.29
O 0.5404 2.4267 0.0074 3.00 -1.00 0.75
O 1.5432 -1.0988 0.1467 -0.06 0.73 -1.39
H -4.0934 0.3885 0.5154 -2.33 0.24 0.50
H -2.7284 -1.1119 1.9195 0.76 0.29 -1.28
H -2.9821 1.9456 -1.3036 0.97 -2.12 1.25
H -0.2125 -1.2014 1.3679 -0.26 -0.15 0.46
H -0.6722 1.4515 -1.7777 -0.28 -1.12 0.93
H 2.1858 -2.9606 -0.0609 0.59 -0.05 -0.71
H 2.8453 -1.7802 -1.4875 -0.59 -0.69 1.49
H 1.1957 -2.3875 -1.4699 -0.13 -0.33 0.23
H 2.9799 0.3834 0.7451 -1.16 2.64 0.33
H 2.7892 2.0855 1.4817 0.98 0.43 0.94
```
Forces are in eV/Å.

=====

(5)
C7H10N4O2 | the ωB97M-V functional and the def2-TZVPD basis

Values from the calculation:
**Kohn-Sham gap (alpha / beta)**: 7.60 / 7.60 eV
**HOMO (alpha / beta)**: -7.720 / -7.720 eV
**Charge**: 0
**Lowest unoccupied orbital energy (alpha / beta)**: -0.00441 / -0.00439 Eh

```
23
Properties=species:S:1:pos:R:3:forces:R:3
C 0.9328 0.1372 3.4603 -2.87 -1.65 -4.26
C 1.5759 0.0560 2.1892 -0.91 1.63 -0.23
C -0.4823 -0.1433 1.8173 3.79 1.28 3.36
C -1.9915 -0.4917 -1.1587 0.11 -0.36 -1.40
C -0.5902 -0.3478 -1.4408 1.04 1.47 0.92
C 1.5593 -1.4522 -1.6691 -0.11 -0.04 0.51
C -0.4736 2.0827 -1.2616 2.27 -1.21 0.97
N -0.3957 -0.0540 3.2028 1.55 0.14 0.44
N -1.6553 -0.3033 1.3808 -3.76 -0.22 -1.14
N -2.3768 -0.3970 0.4384 -1.32 -0.47 0.12
N 0.6876 0.0475 1.1544 1.61 -1.24 1.40
O 0.0601 -1.4676 -1.5272 1.70 0.29 0.09
O 0.1648 0.7742 -1.3491 -1.90 -2.39 -1.42
H 1.3845 0.0481 4.3793 0.63 0.24 2.06
H 2.6174 0.2667 2.0848 0.60 -0.15 -0.60
H -2.6719 0.2936 -1.5117 0.54 -0.25 -0.08
H -2.3519 -1.5223 -1.4762 0.51 1.44 0.54
H 1.8529 -2.5069 -1.5531 -0.45 0.32 -0.65
H 2.1271 -0.9696 -0.8159 -1.34 0.19 -1.10
H 1.7312 -1.0258 -2.6847 0.30 -0.40 0.99
H -1.1367 2.0536 -0.4295 -0.23 0.38 1.00
H -1.0498 2.2843 -2.1172 -0.29 0.48 -1.40
H 0.4820 2.6377 -1.1127 -1.49 0.51 -0.11
```
Forces are in eV/Å.

=====

(6)
C7H10N4OPS | the ωB97M-V functional and the def2-TZVPD basis

Values from the calculation:
**Kohn-Sham gap**: 8.88 eV
**HOMO**: -13.465 eV
**Charge**: +1
**Lowest unoccupied orbital energy**: -0.16860 Eh

```
24
Properties=species:S:1:pos:R:3:forces:R:3
C -3.7091 0.8731 0.5951 0.03 -0.07 0.31
C -2.4014 0.8524 0.0096 0.24 0.20 0.26
C -1.7578 -0.4418 0.0335 -0.52 -1.07 -0.58
C -1.9312 2.0152 -0.5425 -0.27 1.17 -0.12
C -0.1827 -2.0473 -0.5189 0.85 0.36 -0.59
C -1.2718 -2.9924 -0.1658 -1.97 0.06 -2.36
C 1.1144 1.6383 -0.4221 2.85 -4.89 -2.22
N -4.6687 0.6978 1.2044 -0.09 0.24 -0.25
N 0.5079 0.7978 2.1343 -0.83 0.67 -4.82
N -0.4780 -0.7150 0.0291 0.74 0.78 0.65
N -1.7440 3.0613 -1.0663 -0.11 -1.48 0.34
O 2.0262 -0.8170 0.5479 -0.28 0.84 0.45
P 0.9693 0.1995 0.6389 -0.65 0.67 1.26
S -2.7589 -1.8951 -0.1076 0.40 0.77 -0.14
H 0.7740 -2.4298 -0.2454 0.64 0.08 0.68
H -0.0534 -1.7774 -1.5686 -0.54 -0.93 -0.42
H -1.4274 -3.7348 -0.9937 0.07 0.74 0.71
H -1.2794 -3.5365 0.7322 0.70 -0.40 1.36
H 2.2476 1.8373 -0.5184 -2.02 -0.15 -0.24
H 0.5653 1.2128 -1.3158 1.55 0.58 0.00
H 0.5327 2.3992 -0.2053 -2.16 3.95 1.79
H 0.8577 0.4382 2.9095 2.02 -2.40 4.18
H -1.3368 3.9919 -1.0279 -0.19 -0.40 0.17
H -0.1196 1.5391 2.3374 -0.46 0.68 -0.43
```
Forces are in eV/Å.

=====

(7)
C7H10N5 | the ωB97M-V functional and the def2-TZVPD basis

Values from the calculation:
**Kohn-Sham gap**: 8.19 eV
**Structure (SMILES)**: C=C1N=C2C=NN=C(C)N2[N@@H+]1C
**HOMO**: -13.018 eV
**Charge**: +1
**Lowest unoccupied orbital energy**: -0.17729 Eh

```
22
Properties=species:S:1:pos:R:3:forces:R:3
C 3.1025 -1.6338 0.0725 -0.79 -1.13 1.72
C 1.6424 -1.6535 0.0221 -1.20 0.64 -1.38
C -0.4846 -1.9474 -0.1630 -2.40 0.32 -0.05
C 1.9564 0.7373 -0.3861 -0.96 -0.42 1.42
C -1.7128 -2.4472 -0.2882 1.78 0.71 0.79
C 1.3577 1.9867 -0.8808 -2.60 -1.65 1.38
C -1.0016 0.2592 1.0766 0.18 2.09 -0.32
N 3.7531 -0.5417 0.2340 0.42 0.16 -0.59
N 0.7029 -2.5443 -0.1135 2.63 -0.12 0.45
N 3.2003 0.6730 -0.1374 0.71 -0.73 -0.43
N 1.1407 -0.3474 0.0067 -0.03 0.88 -0.10
N -0.3067 -0.3759 -0.0362 1.20 0.06 -4.12
H 3.5631 -2.5921 0.3347 0.21 0.42 -0.37
H -2.5927 -1.9046 -0.1536 -1.17 1.09 -0.27
H -1.8130 -3.4835 -0.2244 -0.01 -1.55 -0.25
H 1.8732 2.3407 -1.6804 1.24 0.80 -2.71
H 1.4535 2.7263 -0.1569 0.30 1.35 1.60
H 0.2629 1.9051 -1.0250 0.62 0.09 -0.48
H -1.6906 -0.4281 1.4120 -1.81 -1.26 0.74
H -0.2776 0.3813 1.8146 1.21 0.11 1.49
H -1.4387 1.2766 0.9335 0.32 -0.98 -0.67
H -0.5536 0.0473 -1.0130 0.12 -0.88 2.15
```
Forces are in eV/Å.

=====

(8)
C7H10NO3S | the ωB97M-V functional and the def2-TZVPD basis

Values from the calculation:
**Kohn-Sham gap**: 7.86 eV
**Structure (SMILES)**: CC(C)[C@@]1(C(=O)[O-])CSC(=O)N1
**HOMO**: -4.697 eV
**Charge**: -1
**Lowest unoccupied orbital energy**: 0.11615 Eh

```
22
Properties=species:S:1:pos:R:3:forces:R:3
C -1.8339 -2.5255 0.7841 1.61 -2.60 0.41
C -2.0663 0.2120 -1.5519 1.89 -1.63 -0.01
C -0.2302 -1.7032 -1.1557 3.46 -0.36 2.42
C -1.1218 -0.6490 -0.5710 -1.06 1.27 0.70
C 0.3642 -0.0183 1.4871 2.43 3.03 -2.00
C 0.7047 1.1966 -0.7247 -4.24 -1.92 -1.68
C -0.3410 0.4260 0.1787 1.97 2.20 1.17
N -2.0415 -1.3107 0.3740 1.35 0.16 -0.82
O -3.0516 0.6004 -0.9519 -1.86 1.07 0.34
O -2.3994 -3.2263 1.6035 -0.40 0.50 -0.16
O -1.6264 0.3676 -2.6921 -0.08 0.25 -0.67
S -0.3122 -3.1747 -0.0696 -0.87 0.24 0.62
H -0.5375 -2.0809 -2.0622 -0.34 -0.06 -2.37
H 0.9413 -1.4708 -1.0715 -2.77 -0.05 -0.86
H 1.3929 -0.2834 1.1761 -0.15 0.10 0.74
H -0.1061 -0.8567 1.7109 -1.87 -3.81 2.12
H 0.3514 0.7552 2.3060 0.05 -0.85 -0.93
H 1.3987 0.5475 -1.2381 -0.16 -0.20 -0.56
H 1.2559 1.8173 -0.1767 2.21 2.57 2.67
H 0.0465 1.8301 -1.3613 1.02 -0.60 -0.37
H -0.9642 1.2365 0.5962 -0.68 -0.52 -0.95
H -2.8704 -0.8653 0.6206 -1.53 1.21 0.22
```
Forces are in eV/Å.

=====

(9)
C7H10NO3Se | the ωB97M-V functional and the def2-TZVPD basis

Values from the calculation:
**Kohn-Sham gap**: 7.34 eV
**HOMO**: -4.210 eV
**Charge**: -1
**Lowest unoccupied orbital energy**: 0.11485 Eh

```
22
Properties=species:S:1:pos:R:3:forces:R:3
C -1.8383 0.1269 -1.8028 3.30 -2.59 -0.34
C 0.0865 -1.5032 0.3470 -0.06 -2.66 3.82
C 0.2852 2.0590 -0.3725 0.19 -0.55 -1.16
C 0.6070 1.2605 -1.7116 -1.63 0.01 2.53
C 0.2347 0.8509 0.6500 -1.35 1.36 -0.59
C -0.1009 -0.0440 -1.5943 -3.08 0.75 1.52
C 0.3347 -1.1544 2.6640 -0.43 -1.11 -2.26
N 0.0414 -0.3708 -0.1791 1.02 2.88 -0.30
O -2.4142 -0.8663 -1.3622 -0.63 0.56 0.53
O -2.0532 1.0218 -2.5790 -1.41 2.06 -0.97
O 0.0482 -2.6707 0.0991 0.19 0.58 -0.66
Se 0.4628 -3.0392 3.0686 0.23 0.37 0.25
H 1.1194 2.8132 -0.2093 -1.02 -1.01 0.18
H -0.6774 2.6306 -0.5207 0.89 -0.87 0.54
H 0.2428 1.7406 -2.5435 -0.34 1.34 -2.07
H 1.6179 1.1202 -1.6298 2.89 -0.28 -0.67
H 1.1372 0.7488 1.2552 -0.32 0.18 -0.18
H -0.6802 0.9699 1.2676 0.85 -0.17 -0.01
H 0.1317 -0.8792 -2.2072 0.58 -0.54 -0.57
H -0.6411 -0.7266 3.0585 1.78 -0.12 -0.53
H 1.3427 -0.6680 2.6515 -1.43 -0.10 0.61
H 0.7133 -3.4201 1.6507 -0.22 -0.11 0.35
```
Forces are in eV/Å.

=====

(10)
C7H10NOS | the ωB97M-V functional and the def2-TZVPD basis

Values from the calculation:
**Kohn-Sham gap (alpha / beta)**: 8.15 / 7.38 eV
**HOMO (alpha / beta)**: -13.723 / -13.720 eV
**Charge**: +1
**Lowest unoccupied orbital energy (alpha / beta)**: -0.20474 / -0.23291 Eh

```
20
Properties=species:S:1:pos:R:3:forces:R:3
C 2.9958 -0.0680 0.0971 -0.09 -0.08 0.02
C 2.2024 -1.1914 0.2930 -0.02 0.02 -0.02
C 2.4191 1.1795 -0.0773 -0.14 0.05 0.00
C 0.8239 -1.0743 0.3087 -0.01 -0.20 0.04
C 1.0391 1.3161 -0.0650 -0.11 0.21 -0.04
C 0.2707 0.1818 0.1266 -0.56 0.04 -0.11
C -2.1751 -0.6491 -1.2489 0.34 0.14 0.47
N -1.8931 1.7299 0.3411 -3.21 1.40 0.42
O -1.9775 -0.7513 1.2930 0.06 -0.26 -1.34
S -1.5191 0.3003 0.1448 -0.25 -1.51 0.71
H 4.0692 -0.1742 0.0874 0.10 0.02 -0.01
H 2.6576 -2.1584 0.4384 0.02 -0.08 0.01
H 3.0351 2.0530 -0.2230 0.04 0.06 0.00
H 0.1956 -1.9332 0.4798 -0.02 -0.17 0.03
H 0.5644 2.2759 -0.1859 0.00 0.15 -0.05
H -1.8700 -1.6793 -1.1154 0.07 -0.18 0.00
H -1.7586 -0.2300 -2.1592 0.14 0.16 0.02
H -3.2565 -0.5718 -1.2547 -0.13 0.13 0.21
H -3.7857 1.8618 0.5235 3.52 -0.46 -0.52
H -2.0374 -0.4175 2.1962 0.25 0.56 0.16
```
Forces are in eV/Å.

=====

(11)
C7H10NP | the ωB97M-V functional and the def2-TZVPD basis

Values from the calculation:
**Kohn-Sham gap**: 7.45 eV
**HOMO**: -7.126 eV
**Charge**: 0
**Lowest unoccupied orbital energy**: 0.01177 Eh

```
19
Properties=species:S:1:pos:R:3:forces:R:3
C 1.2405 0.1084 -0.6670 0.08 0.75 -0.17
C -1.2803 0.5765 -1.4996 2.91 -0.06 -1.99
C 1.4685 -0.1709 0.7658 -0.58 -0.04 -0.44
C -1.9536 0.2953 -0.2488 1.78 -0.03 1.97
C 0.0878 0.0894 1.3943 0.10 -3.44 0.19
C -1.1052 -0.6877 0.6966 0.51 2.21 0.64
C 1.3017 0.4331 -2.9884 0.06 1.81 0.62
N 1.8177 0.1586 -1.7214 -0.74 0.31 -0.02
P -0.7230 0.9001 -3.0026 -0.67 -0.50 1.89
H 1.7854 -1.2513 0.7730 -0.33 0.92 0.54
H 2.1833 0.4780 1.3440 -0.18 -0.61 -1.18
H -1.9436 1.3078 0.3153 -0.86 -1.60 -0.72
H -2.8911 -0.2478 -0.3038 -0.65 0.76 -0.41
H 0.3247 -0.1790 2.4210 -1.13 0.17 0.47
H -0.2207 1.0584 1.2596 0.11 2.74 0.28
H -1.8161 -1.0841 1.3927 -0.18 -0.32 0.73
H -0.6230 -1.4729 0.1891 -0.05 -1.20 -1.16
H 1.8346 1.2656 -3.4731 -0.24 -0.22 0.17
H 1.3698 -0.4232 -3.5679 0.09 -1.65 -1.41
```
Forces are in eV/Å.

=====

(12)
C7H10NS | the ωB97M-V functional and the def2-TZVPD basis

Values from the calculation:
**Kohn-Sham gap**: 9.63 eV
**HOMO**: -14.163 eV
**Charge**: +1
**Lowest unoccupied orbital energy**: -0.16641 Eh

```
19
Properties=species:S:1:pos:R:3:forces:R:3
C 0.7574 2.7394 0.6704 -1.70 0.43 -0.38
C 0.9085 1.3582 0.6076 0.15 -1.11 0.66
C -0.5628 3.1293 0.4226 -0.02 1.98 -0.17
C 0.3884 -2.0394 0.7738 -0.58 1.83 -1.92
C 1.1294 -1.6882 -0.5677 0.32 2.75 2.32
C -0.2332 -1.2491 -0.3361 1.61 0.52 2.70
C -1.4219 -1.3327 -1.0876 -1.24 2.23 0.83
N -0.2657 0.8057 0.3748 0.84 -4.30 -1.13
S -1.5422 1.7707 0.1389 0.78 0.92 0.25
H 1.5123 3.4258 0.8610 1.23 1.08 0.32
H 1.8310 0.6651 0.8186 -1.87 1.76 -0.52
H -0.9858 4.2160 0.3555 0.93 -2.34 0.28
H -0.1335 -2.9268 1.0161 -0.03 -1.30 -0.35
H 0.5958 -1.5188 1.6668 0.71 0.77 0.68
H 1.8910 -0.8216 -0.5592 -0.88 -2.09 0.00
H 1.1581 -2.4599 -1.2569 0.68 -1.15 -1.59
H -1.3871 -2.1856 -1.6567 0.01 -2.53 -1.26
H -1.3654 -0.5506 -1.8384 -0.68 0.34 -0.07
H -2.2742 -1.3376 -0.4033 -0.26 0.21 -0.64
```
Forces are in eV/Å.

=====

> Number 12 is which compound?

C7H10NS